Entry 1:
{"formula": "C53H43IN4OPRhS", "method": "ωB97M-V/def2-TZVPD", "species": ["Rh", "C", "C", "C", "C", "C", "C", "N", "C", "C", "C", "C", "C", "C", "N", "N", "C", "C", "C", "C", "C", "N", "H", "H", "H", "H", "H", "H", "H", "H", "H", "H", "H", "H", "H", "I", "C", "C", "C", "C", "C", "C", "C", "C", "C", "P", "C", "C", "C", "C", "C", "C", "C", "C", "C", "C", "C", "C", "C", "H", "H", "H", "H", "H", "H", "H", "H", "H", "H", "H", "H", "H", "H", "H", "H", "O", "S", "C", "C", "C", "C", "C", "C", "C", "C", "C", "C", "C", "C", "C", "C", "H", "H", "H", "H", "H", "H", "H", "H", "H", "H", "H", "H", "H", "H"], "positions_angstrom": [[-1.413144, 1.079361, 1.026916], [-0.011600, -4.204711, 2.847938], [-1.361079, -3.891528, 2.739874], [-1.764106, -2.568648, 2.640545], [-0.815665, -1.547116, 2.642254], [0.535246, -1.864086, 2.752600], [0.933692, -3.187871, 2.859182], [-1.222755, -0.191063, 2.598335], [-1.612724, 0.386364, 3.751941], [-1.606572, -0.232361, 5.030763], [-1.974718, 0.482579, 6.139230], [-2.375461, 1.836113, 6.074065], [-2.408583, 2.464485, 4.861025], [-2.019707, 1.745656, 3.716260], [-2.062626, 2.266396, 2.446056], [-2.677492, 3.341874, 2.198905], [-2.858570, 3.564634, 0.839149], [-3.568080, 4.693538, 0.449056], [-3.826632, 4.875330, -0.895411], [-3.379410, 3.919375, -1.798871], [-2.681319, 2.825476, -1.327788], [-2.409682, 2.635345, -0.034754], [0.298689, -5.236647, 2.946114], [-2.103289, -4.679427, 2.753685], [-2.815047, -2.311843, 2.576583], [1.260802, -1.058886, 2.787640], [1.984416, -3.427911, 2.970050], [-1.294375, -1.261728, 5.128735], [-1.948481, -0.007111, 7.104335], [-2.655902, 2.359364, 6.976458], [-2.716637, 3.495158, 4.755959], [-3.907327, 5.384771, 1.205772], [-4.376606, 5.743001, -1.232989], [-3.564164, 4.011499, -2.859279], [-2.326026, 2.069969, -2.012705], [1.128002, 2.139611, 3.713750], [2.802463, 1.143369, 3.018653], [3.554342, 0.439155, 3.921006], [4.826361, -0.049105, 3.573274], [5.355181, 0.282119, 2.360870], [4.599648, 1.020392, 1.416799], [5.228459, 1.472699, 0.232052], [4.544611, 2.253434, -0.652316], [3.165584, 2.453299, -0.460437], [2.481407, 1.960464, 0.631663], [0.676220, 1.796445, 0.137758], [0.348565, 3.458583, -0.502393], [0.118529, 4.487073, 0.407918], [-0.037521, 5.785873, -0.044279], [0.024533, 6.062756, -1.404045], [0.254883, 5.041116, -2.312697], [0.423626, 3.740052, -1.862545], [0.807839, 0.570255, -1.044104], [1.932505, -0.442463, -0.957449], [1.595288, -1.716990, -0.222325], [0.556740, -2.490198, -0.501058], [-0.469205, -2.236963, -1.568539], [-0.136728, 0.298941, -2.190640], [3.243642, 1.364459, 1.687876], [3.189713, 0.305602, 4.931058], [5.401776, -0.608395, 4.297890], [6.373031, 0.015005, 2.106554], [6.274653, 1.237101, 0.079854], [5.030643, 2.676432, -1.521375], [2.628357, 2.956955, -1.249916], [0.071933, 4.270720, 1.468977], [-0.204596, 6.585824, 0.664885], [-0.096091, 7.079604, -1.753368], [0.314490, 5.258771, -3.370939], [0.627746, 2.948057, -2.572205], [2.812474, 0.001221, -0.497354], [2.250769, -1.994459, 0.594982], [0.374386, -3.375275, 0.101884], [-0.649399, -3.181644, -2.093812], [-1.156492, 0.576380, -1.954530], [-2.155256, -0.475579, -0.420233], [-2.057932, -1.958732, -0.700887], [-3.190950, -2.184189, -2.103938], [-3.048029, -3.549576, -2.713815], [-2.817369, -3.676770, -4.081237], [-2.661797, -4.932076, -4.652056], [-2.724357, -6.068026, -3.857649], [-2.954226, -5.947370, -2.495311], [-3.118815, -4.694534, -1.923645], [-0.113774, -1.169707, -2.640400], [1.269094, -1.560984, -3.069406], [2.356922, -0.817109, -2.421789], [3.710004, -1.360227, -2.588845], [3.947640, -2.426087, -3.393960], [2.860912, -3.029423, -4.062061], [1.540376, -2.613659, -3.905955], [-2.973388, -1.389044, -2.819085], [-4.180980, -1.989133, -1.687153], [-2.784840, -2.791213, -4.706561], [-2.506674, -5.023008, -5.718997], [-2.610623, -7.047412, -4.302353], [-3.019488, -6.832159, -1.876205], [-3.318906, -4.614092, -0.861593], [0.150672, 0.883927, -3.077272], [-0.792390, -1.308207, -3.486887], [2.401564, 0.157752, -2.957552], [4.519246, -0.844628, -2.083297], [4.944827, -2.815206, -3.542070], [3.064449, -3.870346, -4.715401], [0.740668, -3.148815, -4.403442]], "forces_ev_per_angstrom": [[0.145, 0.007, -0.372], [-0.024, -0.047, 0.000], [0.019, -0.058, -0.017], [0.086, 0.098, -0.086], [0.102, -0.115, 0.024], [-0.121, 0.015, 0.132], [0.034, -0.001, 0.013], [0.010, 0.161, -0.048], [0.177, 0.046, 0.144], [-0.048, 0.014, -0.003], [0.040, -0.087, -0.063], [-0.020, 0.140, -0.114], [-0.033, -0.064, 0.250], [-0.080, 0.019, -0.078], [0.073, -0.314, -0.314], [-0.060, 0.155, 0.096], [0.090, -0.091, 0.132], [0.063, -0.112, -0.104], [0.035, -0.046, 0.017], [-0.026, 0.030, -0.031], [-0.064, -0.051, 0.038], [0.030, 0.061, -0.080], [0.002, 0.000, 0.000], [0.008, -0.007, 0.001], [0.000, 0.013, 0.017], [-0.014, -0.008, -0.012], [0.004, -0.003, 0.003], [0.006, -0.019, -0.021], [-0.005, -0.005, 0.003], [-0.003, 0.015, -0.006], [-0.006, 0.002, 0.005], [0.012, -0.003, 0.025], [-0.003, -0.002, -0.021], [-0.014, 0.025, 0.004], [-0.017, 0.011, 0.016], [0.140, 0.154, 0.159], [0.021, -0.064, -0.014], [-0.131, 0.060, 0.036], [0.073, 0.016, -0.112], [-0.036, -0.028, 0.069], [0.074, -0.059, 0.010], [-0.057, 0.047, -0.047], [0.061, -0.062, 0.072], [0.028, 0.004, 0.036], [-0.077, 0.164, -0.191], [-0.123, -0.024, 0.349], [0.015, 0.039, -0.055], [0.030, -0.063, -0.012], [-0.010, 0.035, 0.008], [0.006, 0.043, -0.014], [-0.013, 0.021, -0.027], [-0.053, -0.004, -0.003], [-0.281, -0.062, 0.225], [0.205, 0.106, -0.095], [-0.027, -0.094, 0.010], [0.000, -0.046, 0.088], [-0.005, -0.043, 0.016], [0.002, 0.130, -0.074], [-0.026, -0.074, 0.049], [0.005, 0.002, -0.002], [0.004, -0.004, -0.002], [0.007, -0.003, 0.019], [0.005, -0.006, -0.008], [0.009, 0.008, 0.002], [-0.014, 0.012, -0.001], [0.004, 0.007, 0.032], [-0.002, -0.001, 0.004], [0.000, -0.001, -0.002], [0.002, 0.000, -0.004], [-0.005, 0.001, 0.000], [-0.032, -0.052, 0.001], [0.006, -0.011, -0.026], [0.030, 0.032, 0.007], [-0.033, -0.021, 0.051], [0.065, -0.026, -0.040], [-0.229, -0.025, 0.118], [-0.080, 0.073, -0.219], [0.069, 0.093, -0.035], [-0.008, 0.016, 0.014], [0.066, 0.019, 0.051], [0.005, 0.003, -0.010], [0.005, -0.020, -0.055], [-0.003, -0.012, 0.058], [-0.052, -0.024, -0.021], [0.049, -0.055, -0.100], [0.020, 0.084, 0.091], [-0.030, -0.072, -0.061], [-0.026, -0.039, 0.001], [-0.009, 0.041, 0.009], [-0.009, -0.007, -0.011], [-0.025, 0.012, -0.022], [-0.029, 0.014, 0.010], [0.020, -0.067, 0.066], [-0.010, 0.007, -0.008], [-0.003, -0.004, -0.003], [0.003, 0.002, -0.002], [0.001, 0.002, -0.004], [-0.009, 0.011, 0.019], [0.008, 0.014, 0.005], [-0.006, -0.001, 0.026], [0.016, 0.007, -0.015], [-0.002, 0.004, 0.016], [0.012, 0.022, 0.017], [-0.004, -0.009, -0.002], [-0.006, -0.001, 0.001]], "homo_energy_ha": [-0.42144, -0.42136], "charge": 2, "de_lowest_kcal_mol": 104.8, "multiplicity": 1}


Entry 2:
{"formula": "C53H43N9O5S2W", "method": "ωB97M-V/def2-TZVPD", "species": ["W", "C", "C", "N", "N", "C", "S", "N", "N", "H", "H", "H", "H", "H", "H", "C", "C", "N", "C", "C", "C", "S", "N", "C", "O", "C", "C", "C", "C", "C", "C", "H", "H", "H", "H", "H", "H", "H", "H", "H", "H", "H", "H", "H", "H", "H", "N", "C", "C", "C", "C", "C", "C", "C", "C", "C", "H", "H", "H", "H", "N", "C", "C", "C", "C", "C", "C", "C", "H", "H", "H", "H", "O", "C", "O", "C", "C", "C", "C", "C", "C", "N", "O", "O", "H", "H", "H", "H", "C", "C", "C", "C", "C", "C", "C", "C", "C", "C", "C", "C", "C", "C", "C", "H", "H", "H", "H", "H", "H", "H", "H", "H", "H"], "positions_angstrom": [[-0.391879, 0.944567, -0.470728], [4.821427, 1.838298, -0.587265], [3.799917, 2.801993, -1.058427], [4.046881, 3.965969, -1.587477], [2.814981, 4.506015, -1.786300], [1.814202, 3.690464, -1.392134], [0.158631, 3.927904, -1.392069], [2.451915, 2.590973, -0.926791], [1.797445, 1.501118, -0.390079], [5.806526, 2.256612, -0.777737], [4.722054, 0.881519, -1.104669], [4.692399, 1.677647, 0.484243], [2.713021, 5.427642, -2.161413], [2.453702, 0.731410, -0.395763], [2.190656, 1.675632, 1.642864], [-0.144514, 0.901101, -7.368204], [-0.307050, -0.439839, -6.648908], [0.551825, -0.576653, -5.481117], [1.780157, -1.330080, -5.610459], [2.961966, -0.505392, -6.123069], [0.244868, 0.123970, -4.337130], [1.370131, 0.153656, -3.042853], [-0.930494, 0.755518, -4.382070], [-1.505006, 1.361465, -3.350491], [-1.051367, 1.316504, -2.163701], [-2.778563, 2.042306, -3.564840], [-3.428693, 2.661496, -2.491278], [-4.647936, 3.284495, -2.681791], [-5.247679, 3.293973, -3.934503], [-4.614311, 2.666509, -5.001844], [-3.391440, 2.048820, -4.823239], [-0.782706, 0.941125, -8.254092], [0.890505, 1.059120, -7.672490], [-0.429177, 1.702053, -6.687848], [-0.075088, -1.261901, -7.329867], [-1.343172, -0.535182, -6.323345], [1.587620, -2.171015, -6.283626], [2.030881, -1.718723, -4.624852], [2.788312, -0.146389, -7.139207], [3.869787, -1.112086, -6.118952], [3.107057, 0.348123, -5.461763], [-2.971812, 2.640703, -1.508481], [-5.138807, 3.759502, -1.841698], [-6.203791, 3.782410, -4.078926], [-5.087376, 2.656208, -5.977017], [-2.892834, 1.549753, -5.642247], [4.728752, -7.678342, 1.189583], [4.147050, -6.696207, 1.028586], [3.431233, -5.488557, 0.815849], [2.038222, -5.456033, 0.949000], [1.342578, -4.290697, 0.719588], [2.011561, -3.116037, 0.345678], [3.411802, -3.154000, 0.229705], [4.110860, -4.316396, 0.460771], [1.302048, -1.916323, 0.090373], [0.675133, -0.895446, -0.139979], [1.517597, -6.360589, 1.236586], [0.267386, -4.262074, 0.832025], [3.934213, -2.248922, -0.050000], [5.189484, -4.338475, 0.369407], [-5.853145, -4.437133, -0.289498], [-5.046824, -3.612490, -0.300432], [-4.042464, -2.604708, -0.331289], [-3.363901, -2.220497, 0.828085], [-2.379157, -1.253980, 0.763648], [-2.012586, -0.596138, -0.424468], [-2.702159, -1.033064, -1.569822], [-3.688551, -2.002555, -1.540728], [-3.610484, -2.688926, 1.774008], [-1.858352, -1.012567, 1.680382], [-2.465477, -0.623044, -2.543124], [-4.189082, -2.303982, -2.453479], [-3.358835, 3.210544, 1.227695], [-2.200282, 2.838383, 1.205398], [-1.724162, 2.146544, 0.195708], [-1.241848, 3.110246, 2.292785], [-1.685119, 3.641392, 3.451270], [-0.832987, 3.809601, 4.582634], [0.467327, 3.441553, 4.530103], [1.025712, 2.910673, 3.333789], [0.178689, 2.639186, 2.111023], [2.307588, 2.640803, 3.331171], [2.874479, 2.169390, 2.163727], [3.121822, 2.806378, 4.255795], [-2.730370, 3.918409, 3.504989], [-1.231978, 4.226003, 5.498279], [1.125563, 3.555851, 5.379845], [0.613663, 3.151846, 1.244929], [0.016037, 1.122892, 1.791797], [-0.015646, 0.298339, 2.777824], [-0.126805, -0.595549, 3.763592], [1.037418, -1.435728, 4.120599], [2.335542, -0.925501, 4.033231], [3.436080, -1.705320, 4.347482], [3.272207, -3.018149, 4.766289], [1.993081, -3.550334, 4.825801], [0.893121, -2.774852, 4.496312], [-1.418562, -0.693781, 4.482744], [-2.573333, -0.079737, 3.974623], [-3.775892, -0.128379, 4.654144], [-3.878044, -0.800817, 5.865359], [-2.743106, -1.391657, 6.398221], [-1.530551, -1.323878, 5.728505], [2.479190, 0.099905, 3.712860], [4.429537, -1.278663, 4.276979], [4.132889, -3.625039, 5.020202], [1.851489, -4.583329, 5.123216], [-0.092432, -3.223149, 4.507009], [-2.525255, 0.453258, 3.035195], [-4.636668, 0.376979, 4.232789], [-4.823127, -0.850644, 6.392499], [-2.796175, -1.902926, 7.352914], [-0.649162, -1.742876, 6.193872]], "forces_ev_per_angstrom": [[3.540, -3.520, 2.870], [-0.126, 0.028, -0.057], [-0.118, -0.023, 0.102], [0.283, 0.104, -0.049], [0.032, -0.330, 0.105], [-0.192, -0.033, 0.054], [0.092, 0.617, -0.107], [0.189, 0.273, -0.356], [-0.151, 0.446, 0.607], [0.019, -0.032, -0.008], [0.021, -0.011, 0.015], [0.042, -0.073, 0.019], [-0.100, 0.033, -0.029], [-0.155, -0.168, -0.176], [0.020, 0.201, -0.268], [0.039, -0.118, 0.105], [-0.074, 0.122, -0.068], [-0.416, 0.369, 0.145], [0.203, 0.043, 0.001], [-0.164, -0.047, 0.038], [1.256, -0.400, 0.533], [-0.321, -0.160, -0.618], [-0.925, 0.411, -0.242], [1.418, -0.902, 0.073], [-1.847, 0.936, -3.534], [-0.904, 0.600, -0.141], [0.362, -0.181, -0.045], [-0.240, 0.116, -0.061], [0.138, -0.059, 0.043], [-0.174, 0.095, -0.050], [0.250, -0.086, 0.192], [-0.003, 0.006, -0.006], [-0.002, 0.006, -0.050], [-0.007, 0.044, -0.036], [-0.005, -0.027, 0.047], [0.016, -0.096, -0.078], [-0.030, 0.008, 0.039], [-0.034, -0.068, -0.021], [0.027, 0.001, -0.011], [0.024, 0.014, -0.015], [0.051, 0.020, -0.013], [-0.052, 0.005, -0.048], [0.038, -0.015, 0.031], [-0.014, -0.014, 0.003], [0.029, 0.003, -0.013], [0.024, -0.003, -0.026], [-0.039, 0.076, 0.001], [0.283, -0.479, 0.089], [-0.325, 0.606, -0.099], [0.195, -0.177, 0.039], [-0.048, 0.068, 0.043], [0.128, 0.047, -0.010], [-0.090, 0.021, -0.019], [0.034, -0.251, 0.050], [-0.127, 0.162, 0.003], [-0.122, 0.177, 0.236], [-0.032, 0.015, -0.009], [-0.019, 0.009, -0.026], [-0.015, 0.002, 0.011], [-0.004, 0.016, -0.009], [0.032, 0.065, 0.012], [-0.295, -0.320, 0.026], [0.358, 0.313, -0.098], [-0.085, -0.085, -0.021], [0.139, 0.116, 0.039], [-0.092, 0.207, -0.060], [0.101, 0.096, -0.038], [-0.050, -0.096, 0.113], [-0.001, 0.016, 0.018], [0.038, -0.017, -0.050], [0.012, 0.007, 0.008], [-0.005, 0.008, -0.004], [-0.023, 0.244, 0.107], [-0.190, -0.426, -0.748], [-2.064, 1.516, 0.932], [0.232, 0.381, 1.112], [-0.353, -0.237, -1.130], [0.940, -0.038, 0.469], [-0.548, 0.351, 0.650], [-0.004, -0.169, -0.541], [-0.030, -0.302, 0.369], [-0.240, 0.105, -0.195], [0.049, -0.193, 0.018], [0.199, 0.037, 0.180], [-0.026, -0.056, 0.016], [-0.024, -0.015, 0.012], [-0.012, -0.029, -0.005], [-0.017, -0.104, -0.049], [0.018, 0.328, -0.323], [0.084, -0.456, 0.205], [-0.047, 0.440, -0.425], [0.200, -0.143, 0.016], [-0.043, 0.087, 0.016], [0.038, 0.010, 0.009], [0.038, -0.030, -0.062], [0.038, -0.082, 0.012], [-0.046, 0.025, -0.067], [-0.204, 0.003, 0.204], [0.048, -0.050, 0.028], [-0.027, 0.048, 0.008], [-0.011, -0.018, 0.053], [-0.059, 0.025, 0.041], [0.085, 0.063, -0.073], [0.001, -0.053, 0.081], [-0.014, 0.024, -0.014], [-0.008, -0.005, 0.002], [-0.013, 0.001, -0.035], [-0.014, 0.031, 0.033], [0.034, 0.038, 0.002], [-0.016, -0.051, -0.024], [-0.004, 0.004, -0.009], [0.016, 0.016, 0.008], [-0.009, -0.060, -0.022]], "homo_energy_ha": [-0.05006, -0.10157], "charge": -2, "s_squared": 2.020, "de_lowest_kcal_mol": 40.3, "multiplicity": 3}